Entry 1:
Density functional theory data (ωB97M-V with the def2-TZVPD basis set) for a structure of composition C39H56AuGe2O4PS3Si.

Properties
Total charge   -1
Expectation value of S²   0.757
2S+1   2
Lowest unoccupied orbital energy (spin up / spin down)   0.472 / 0.111 eV
Highest occupied orbital energy (spin up / spin down)   -0.144 / -0.144 hartree
HOMO-LUMO gap (spin up / spin down)   0.16102 / 0.14775 hartree
Relative energy (zero: lowest compared OMol25 entry of this formula, charge and spin)   258.2 kJ/mol

Last column: Mulliken charge in e.
Atoms and positions in Å:
Au 2.48516 0.25287 0.36328  0.230
S 3.97646 -1.46643 0.48628  -0.731
C -1.17144 3.71647 -3.08922  -1.860
C -0.12324 2.96577 -2.25382  2.512
C 1.21336 2.91027 -3.00952  -1.918
C -0.59634 1.53647 -1.99292  -1.651
O 0.04086 3.71607 -1.07892  0.041
Si 0.70756 3.35967 0.37138  -1.905
O 1.59456 2.06027 0.40958  2.060
O 1.59196 4.66357 0.83578  -0.430
C 2.76016 5.23087 0.30938  1.762
C 3.52416 5.83627 1.49718  -1.878
C 2.35286 6.32077 -0.69202  -1.532
C 3.65826 4.20277 -0.38232  -1.629
O -0.58364 3.39017 1.37318  0.140
C -0.62914 3.43747 2.78238  1.825
C -0.05294 4.76717 3.27888  -1.761
C 0.15656 2.27227 3.38468  -1.359
C -2.10554 3.35127 3.18978  -1.576
H -1.28904 3.25677 -4.06762  0.379
H -0.86944 4.75387 -3.21252  0.407
H -2.12734 3.69467 -2.57332  0.278
H 1.09446 2.42357 -3.97542  0.540
H 1.93406 2.35077 -2.41762  0.125
H 1.59746 3.91687 -3.16592  0.385
H -0.60344 0.96677 -2.92092  0.623
H -1.59604 1.53067 -1.56962  0.054
H 0.07666 1.06147 -1.28682  -0.155
H 2.87826 6.51687 2.04738  0.300
H 4.40436 6.37167 1.14808  0.463
H 3.83166 5.03687 2.16828  0.386
H 1.78606 7.09507 -0.18112  0.364
H 1.71196 5.86397 -1.44012  0.163
H 3.22236 6.76507 -1.17252  0.384
H 3.84546 3.36877 0.28888  0.292
H 4.60136 4.66127 -0.67472  0.539
H 3.15996 3.81227 -1.26162  0.124
H 0.99066 4.81737 2.99008  0.270
H -0.14874 4.85197 4.36078  0.464
H -0.58164 5.58767 2.79968  0.361
H 1.15856 2.26677 2.96828  0.192
H -0.32144 1.32917 3.12988  0.165
H 0.20946 2.37147 4.46588  0.428
H -2.67294 4.11287 2.66108  0.337
H -2.20254 3.51137 4.26098  0.481
H -2.51694 2.37717 2.94478  0.126
C -0.86284 -3.83303 -2.40682  -0.918
Ge 0.00366 -4.59543 -0.75682  0.505
C -1.39874 -4.51813 0.68478  -0.721
C 0.27616 -6.57633 -1.17532  -1.342
Ge 2.33826 -3.00553 -0.01172  -0.170
C 3.31756 -3.69623 -1.64602  0.638
C 3.11536 -3.00643 -2.83292  -0.406
C 3.98366 -3.16293 -3.89852  -0.651
C 5.06506 -4.02043 -3.78902  -0.422
C 5.24406 -4.74973 -2.62582  -0.578
C 4.37556 -4.58513 -1.55912  -0.330
C 2.25336 -3.75083 1.86458  0.636
C 1.39796 -3.10373 2.74538  -0.437
C 1.56136 -3.23353 4.11258  -0.782
C 2.57916 -4.02873 4.61478  -0.423
C 3.38476 -4.74073 3.74078  -0.593
C 3.22376 -4.59943 2.37308  -0.172
H -1.82704 -4.31803 -2.53822  0.356
H -0.25314 -3.99753 -3.28992  0.443
H -1.01344 -2.76713 -2.27762  0.012
H -2.32124 -4.92503 0.27578  0.339
H -1.57744 -3.49263 0.99078  -0.166
H -1.10734 -5.09763 1.55608  0.485
H -0.67184 -6.99153 -1.50622  0.401
H 0.60736 -7.11863 -0.29582  0.389
H 1.01066 -6.70513 -1.96442  0.370
H 2.28026 -2.32143 -2.91102  0.409
H 3.82316 -2.59573 -4.80702  0.373
H 5.77256 -4.11303 -4.60382  0.348
H 6.07596 -5.43553 -2.53592  0.388
H 4.53496 -5.14033 -0.64692  0.259
H 0.61036 -2.47013 2.35828  0.448
H 0.90556 -2.69233 4.78208  0.414
H 2.74696 -4.09133 5.68338  0.351
H 4.16126 -5.39093 4.12518  0.384
H 3.87296 -5.13703 1.69728  0.236
S -2.79384 -0.45263 2.63018  -0.506
P -2.78704 -0.48683 0.65008  1.669
S 0.82026 -1.42573 -0.42532  -0.094
C -3.80594 -1.91783 0.09818  0.208
C -3.86544 -2.19733 -1.26352  -0.265
C -4.60044 -3.27493 -1.72012  -0.752
C -5.27334 -4.08733 -0.82062  -0.509
C -5.20334 -3.82053 0.53658  -0.698
C -4.46814 -2.74333 0.99778  -0.425
C -3.84504 0.92047 0.11008  0.205
C -3.28954 2.19407 0.15698  -0.308
C -4.04284 3.28717 -0.23402  -0.903
C -5.34764 3.11797 -0.66822  -0.825
C -5.90574 1.85007 -0.69572  -0.664
C -5.15714 0.74997 -0.31492  -0.692
H -3.33444 -1.56013 -1.95622  0.496
H -4.64454 -3.49213 -2.77742  0.407
H -5.84294 -4.93443 -1.17622  0.340
H -5.73054 -4.45143 1.23998  0.365
H -4.40594 -2.52813 2.05738  0.355
H -2.27364 2.33967 0.49798  0.967
H -3.59644 4.27117 -0.20962  0.549
H -5.93384 3.97187 -0.98272  0.380
H -6.93114 1.71487 -1.01642  0.401
H -5.60334 -0.23473 -0.33742  0.418

Entry 2:
Density functional theory data (ωB97M-V with the def2-TZVPD basis set) for a structure of composition C39H56N5O2SSbV.

Properties
Expectation value of S²   3.763
2S+1   4
Lowest unoccupied orbital energy (spin up / spin down)   0.448 / 0.289 eV
Highest occupied orbital energy (spin up / spin down)   -0.260 / -0.287 hartree
HOMO-LUMO gap (spin up / spin down)   0.27663 / 0.29806 hartree

Last column: Mulliken charge in e.
Atoms and positions in Å:
V -0.34026 -0.23260 -0.15340  0.480
C 2.19486 2.73453 2.56106  -1.390
C 1.06721 3.28855 1.73301  1.301
C 1.06664 4.66434 1.43394  -0.848
C 0.07006 5.25602 0.69231  -1.005
C -0.95160 4.43326 0.25709  -1.046
C -1.06395 3.11665 0.64556  0.950
C -2.34179 2.39368 0.27178  -0.581
C -0.01203 2.49078 1.37524  -0.084
N 0.01647 1.06137 1.47715  1.592
C 0.00162 0.50634 2.70941  0.017
O -0.00739 1.03413 3.80709  -0.761
C -0.12755 -0.97962 2.67412  -0.840
C 0.01450 -1.88413 3.70650  -0.467
C -0.22211 -3.21790 3.44876  -1.165
C -0.67154 -3.62439 2.18291  -0.380
C -0.82616 -2.71983 1.19231  -0.556
N -0.47809 -1.46754 1.51055  2.220
C -1.41422 -2.89896 -0.24868  -0.377
O -1.53608 -3.99669 -0.73732  -0.689
N -1.71929 -1.69288 -0.82091  1.643
C -2.60047 -1.65150 -1.94729  -0.766
C -3.77809 -2.38044 -2.09742  0.985
C -4.30854 -3.25677 -1.03137  -1.505
C -4.49955 -2.25696 -3.30298  -0.787
C -4.04005 -1.45113 -4.32235  -0.935
C -2.93231 -0.64034 -4.10282  -0.644
C -2.25145 -0.75981 -2.91858  0.791
C -1.20238 0.28908 -2.56451  -0.355
H 3.11827 3.32315 2.48252  0.487
H 2.48309 1.72616 2.27295  -0.446
H 1.84934 2.70538 3.59345  0.454
H 1.93199 5.24191 1.80081  0.344
H 0.08943 6.28427 0.49506  0.509
H -1.70876 4.88513 -0.36622  0.466
H -3.09553 2.61369 1.06492  -0.360
H -2.24699 1.32190 0.20895  -0.405
H -2.73111 2.74108 -0.68104  0.541
H 0.34765 -1.50740 4.67832  0.612
H -0.19285 -3.94723 4.23349  0.474
H -0.91921 -4.68029 1.95612  0.530
H -4.02929 -2.90099 -0.01942  0.139
H -3.84191 -4.27755 -1.05030  0.251
H -5.38191 -3.37522 -1.12614  0.519
H -5.41105 -2.86790 -3.41091  0.380
H -4.66366 -1.40497 -5.21820  0.359
H -2.56801 0.01498 -4.89538  0.421
H -1.12301 1.02794 -3.33966  0.871
H -0.22366 -0.21029 -2.43427  -0.769
H -1.49812 0.87460 -1.68302  -0.586
C 3.08322 2.30510 -1.34977  -1.859
C 3.36701 1.06228 -2.14347  1.844
C 4.82081 0.93442 -2.52898  -1.693
C 2.49961 1.16053 -3.38409  -1.424
Sb 2.42036 -0.60072 -1.03073  1.090
C 2.35446 -2.35641 -2.25647  2.213
C 1.14835 -2.26640 -3.19229  -2.084
C 2.00852 -3.52025 -1.21240  -1.738
C 3.59488 -2.72691 -3.00917  -1.721
C 3.87435 -1.06762 0.52028  1.980
C 3.11959 -1.77553 1.66975  -1.210
C 4.52446 0.22901 1.06503  -1.254
C 5.03652 -1.93988 -0.00362  -1.990
H 3.29374 3.21174 -1.95264  0.524
H 3.65692 2.44889 -0.41908  0.244
H 2.05221 2.41006 -1.11529  0.269
H 5.13095 1.84088 -3.02895  0.540
H 5.02902 0.10903 -3.21326  0.301
H 5.48566 0.85969 -1.64571  0.229
H 2.95213 1.94711 -4.03882  0.508
H 1.43508 1.50500 -3.19941  0.111
H 2.41450 0.28928 -4.05590  0.263
H 0.20010 -2.37465 -2.71986  0.289
H 1.06435 -3.11722 -3.89107  0.457
H 1.06701 -1.40150 -3.83416  0.201
H 1.34127 -3.19325 -0.40713  0.068
H 2.91380 -3.90530 -0.72321  0.276
H 1.58081 -4.41242 -1.65814  0.509
H 3.72161 -2.02588 -3.87585  0.282
H 3.57012 -3.64718 -3.54792  0.435
H 4.46342 -2.77287 -2.39419  0.336
H 2.24874 -1.19606 1.92820  0.001
H 3.83913 -1.82962 2.52691  0.541
H 2.70154 -2.79508 1.40641  0.151
H 3.74030 0.95563 1.31030  -0.326
H 5.30905 0.76027 0.47241  0.263
H 4.99513 -0.04486 2.01560  0.601
H 4.83448 -2.96915 -0.15177  0.333
H 5.89195 -1.90758 0.74427  0.436
H 5.35510 -1.55425 -0.98900  0.363
C -2.88912 2.03927 4.18724  -0.954
N -4.22432 1.78486 3.59485  0.070
C -5.02988 2.94944 3.30019  -0.297
C -6.23995 2.34135 2.65373  -0.703
N -5.61179 1.17504 2.00309  -0.102
C -4.48595 0.79592 2.65656  -0.047
S -3.54488 -0.46901 2.24026  -0.384
H -3.06337 2.51725 5.12704  0.333
H -2.35331 2.75090 3.57782  0.327
H -2.36756 1.10504 4.27792  0.325
H -4.50686 3.61207 2.54727  0.129
H -5.25149 3.54254 4.20745  0.373
H -6.72526 3.00996 1.98134  0.366
H -6.97012 2.02204 3.40352  0.342
H -6.16758 0.44941 1.56176  0.270

| no. | DFT total energy (eV) |
| --- | --- |
| 1 | -215945.375 |
| 2 | -95958.696 |